(1)
Below is a 7-piece molecular cluster, C37H67INO23S overall at a distorted geometry, with properties calculated with the ωB97M-V functional and the def2-TZVPD basis.

Each line ends with the Löwdin charge.
Element x y z (Å)
C: -2.287 -0.352 4.123  -0.09
C: -1.156 0.327 4.915  -0.20
C: 0.115 0.630 4.136  -0.14
O: 0.779 -0.570 3.585  0.01
C: 1.769 -0.187 2.758  -0.25
N: 2.790 0.483 3.297  0.14
C: 3.845 0.933 2.608  -0.58
I: 5.335 1.908 3.756  1.14
C: 3.932 0.733 1.249  -0.17
C: 5.143 1.227 0.478  -0.15
C: 4.768 2.533 -0.309  -0.17
C: 4.420 3.712 0.616  -0.19
C: 5.685 4.442 1.120  -0.28
O: 5.318 5.372 2.139  -0.09
C: 2.850 0.030 0.653  0.03
C: 2.930 -0.183 -0.861  -0.45
O: 3.944 -0.577 -1.378  0.14
O: 1.841 0.103 -1.684  -0.42
S: 1.519 1.753 -1.823  0.91
C: 1.760 -0.467 1.404  -0.02
C: 0.662 -1.276 0.737  -0.09
C: -0.782 -0.800 1.000  -0.16
C: -1.230 0.466 0.217  -0.18
C: -2.403 0.108 -0.723  -0.15
C: -2.956 1.376 -1.411  -0.22
O: -3.502 2.314 -0.495  -0.20
C: -2.621 3.394 -0.207  -0.10
H: -2.442 0.110 3.139  0.06
H: -3.251 -0.260 4.637  0.07
H: -2.123 -1.430 3.987  0.09
H: -0.972 -0.233 5.839  0.12
H: -1.548 1.304 5.241  0.13
H: -0.018 1.357 3.321  0.14
H: 0.816 1.093 4.853  0.12
H: 2.776 0.641 4.300  0.15
H: 5.977 1.504 1.129  0.06
H: 5.534 0.466 -0.202  0.11
H: 5.541 2.778 -1.047  0.13
H: 3.863 2.286 -0.876  0.04
H: 3.819 4.433 0.042  0.12
H: 3.796 3.410 1.470  0.09
H: 6.435 3.746 1.505  0.08
H: 6.087 5.010 0.265  0.13
H: 4.675 5.975 1.748  0.09
H: 1.117 2.171 -0.590  -0.10
H: 0.785 -1.396 -0.342  0.11
H: 0.729 -2.292 1.163  0.14
H: -0.934 -0.646 2.064  0.06
H: -1.443 -1.630 0.712  0.13
H: -0.393 0.916 -0.316  0.03
H: -1.660 1.156 0.961  0.10
H: -2.057 -0.585 -1.504  0.12
H: -3.226 -0.359 -0.167  0.11
H: -2.147 1.792 -2.033  0.12
H: -3.761 1.072 -2.094  0.12
H: -2.986 4.316 -0.679  0.09
H: -2.590 3.521 0.886  0.09
H: -1.588 3.188 -0.522  0.07
C: 8.813 1.675 -6.235  -0.03
O: 7.462 1.339 -5.906  0.01
C: 7.330 0.631 -4.787  -0.62
O: 8.222 0.274 -4.061  0.12
O: 6.033 0.390 -4.592  0.02
C: 5.766 -0.361 -3.406  -0.04
H: 8.784 2.246 -7.159  0.10
H: 9.258 2.290 -5.455  0.09
H: 9.405 0.775 -6.396  0.10
H: 6.106 0.182 -2.525  0.08
H: 6.240 -1.341 -3.458  0.11
H: 4.698 -0.494 -3.346  0.07
C: 9.172 3.316 -2.034  -0.04
O: 9.228 3.943 -0.751  -0.01
C: 10.009 5.027 -0.704  -0.63
O: 10.633 5.485 -1.622  0.14
O: 9.970 5.510 0.538  0.00
C: 10.766 6.681 0.737  -0.04
H: 8.514 2.454 -1.946  0.08
H: 8.760 3.996 -2.779  0.10
H: 10.158 2.970 -2.338  0.10
H: 10.419 7.495 0.102  0.10
H: 11.816 6.469 0.544  0.10
H: 10.652 6.974 1.777  0.09
C: -2.204 -3.259 -4.600  -0.03
O: -3.055 -2.258 -4.033  -0.01
C: -4.352 -2.417 -4.310  -0.62
O: -4.829 -3.299 -4.970  0.14
O: -5.023 -1.423 -3.723  -0.01
C: -6.437 -1.466 -3.936  -0.04
H: -1.186 -3.020 -4.302  0.09
H: -2.457 -4.245 -4.213  0.10
H: -2.261 -3.247 -5.687  0.10
H: -6.860 -2.381 -3.524  0.10
H: -6.669 -1.382 -4.996  0.10
H: -6.866 -0.615 -3.414  0.09
C: -5.483 0.900 1.320  -0.03
O: -6.336 -0.235 1.486  0.01
C: -6.311 -0.763 2.710  -0.62
O: -5.650 -0.367 3.636  0.11
O: -7.144 -1.800 2.729  -0.01
C: -7.225 -2.471 3.990  -0.03
H: -5.584 1.240 0.295  0.09
H: -5.786 1.708 1.986  0.11
H: -4.444 0.629 1.497  0.07
H: -7.595 -1.796 4.761  0.10
H: -6.256 -2.879 4.271  0.10
H: -7.931 -3.288 3.872  0.10
C: -1.881 -7.812 -0.605  -0.03
O: -0.793 -7.233 0.121  0.01
C: -0.083 -6.348 -0.571  -0.62
O: -0.279 -6.006 -1.706  0.12
O: 0.891 -5.880 0.217  0.01
C: 1.723 -4.921 -0.426  -0.05
H: -2.376 -8.511 0.063  0.10
H: -2.594 -7.046 -0.905  0.10
H: -1.516 -8.356 -1.475  0.10
H: 1.138 -4.055 -0.738  0.08
H: 2.240 -5.361 -1.278  0.10
H: 2.470 -4.597 0.296  0.09
C: -13.410 -3.617 2.176  -0.04
O: -12.339 -2.950 2.846  0.00
C: -11.708 -2.043 2.100  -0.62
O: -11.965 -1.763 0.960  0.13
O: -10.739 -1.500 2.840  0.00
C: -9.974 -0.503 2.162  -0.04
H: -13.839 -4.323 2.883  0.09
H: -14.179 -2.906 1.878  0.10
H: -13.041 -4.165 1.311  0.10
H: -10.607 0.332 1.863  0.10
H: -9.468 -0.929 1.297  0.10
H: -9.224 -0.139 2.858  0.09

Calculated values
Highest occupied orbital energy: -11.906 eV
Net charge: +1
F_max: 0.039 hartree/bohr
Gap between HOMO and LUMO: 7.351 eV

=====

(2)
Below is a 2-piece molecular cluster, C6H11F3N2 overall at a distorted geometry, with properties calculated with the ωB97M-V functional and the def2-TZVPD basis.

Each line ends with the natural charge from an NBO analysis.
Element x y z (Å)
C: 2.910 -0.123 0.070  0.14
C: -0.942 0.634 -0.982  -0.54
C: -1.544 0.164 1.374  -0.64
C: -0.732 -1.682 -0.159  -0.64
C: -1.086 -0.239 0.009  -0.07
C: 4.402 -0.118 -0.161  0.90
N: 2.485 1.199 0.568  -0.40
N: 2.237 0.861 -0.796  -0.54
F: 4.944 1.042 -0.649  -0.33
F: 5.074 -0.404 0.958  -0.30
F: 4.740 -1.061 -1.069  -0.32
H: -1.186 1.677 -0.864  0.19
H: -0.670 0.323 -1.980  0.19
H: 1.268 0.660 -1.087  0.32
H: -1.610 1.247 1.470  0.21
H: -2.530 -0.259 1.564  0.22
H: -0.865 -0.227 2.132  0.19
H: 0.166 -1.912 0.420  0.19
H: -0.544 -1.926 -1.200  0.21
H: -1.539 -2.319 0.209  0.22
H: 1.635 1.139 1.128  0.39
H: 2.772 1.437 -1.455  0.41

Calculated values
Highest occupied orbital energy (alpha / beta): -3.510 / -8.076 eV
Expectation value of S²: 2.010
ΔE to the lowest compared entry with this formula, charge and spin: 2.146 eV
Multiplicity: 3
F_max: 0.090 hartree/bohr
Gap between HOMO and LUMO (alpha / beta): 4.347 / 3.994 eV

=====

(3)
Below is one molecule with the formula C5H11N at a distorted geometry, with properties calculated with the ωB97M-V functional and the def2-TZVPD basis.

Each line ends with the natural charge from an NBO analysis.
Element x y z (Å)
C: -1.323 -2.205 -0.526  -0.59
C: -1.322 -1.286 0.719  -0.42
C: -0.898 0.104 0.389  -0.33
C: 0.389 0.570 0.491  0.00
N: 0.913 1.344 -0.517  -0.60
C: 2.257 1.936 -0.340  -0.41
H: -2.059 -1.826 -1.233  0.20
H: -1.698 -3.193 -0.252  0.20
H: -0.319 -2.178 -0.935  0.20
H: -2.391 -1.238 0.949  0.19
H: -0.734 -1.694 1.545  0.20
H: -1.647 0.842 0.096  0.19
H: 0.871 0.505 1.463  0.20
H: 0.332 1.960 -1.067  0.38
H: 2.098 3.011 -0.277  0.19
H: 2.610 1.663 0.650  0.20
H: 2.922 1.685 -1.154  0.20

Calculated values
Highest occupied orbital energy: -6.922 eV
ΔE to the lowest compared entry with this formula, charge and spin: 2.437 eV
F_max: 0.045 hartree/bohr
Gap between HOMO and LUMO: 8.070 eV
SMILES: CC/C=C/NC

=====

(4)
Below is one molecule with the formula C8H14O3 at a distorted geometry, with properties calculated with the ωB97M-V functional and the def2-TZVPD basis.

Each line ends with the natural charge from an NBO analysis.
Element x y z (Å)
C: 2.394 1.060 -0.725  -0.62
C: 1.794 0.527 0.543  0.04
C: -0.662 -0.006 1.575  0.05
C: -1.629 -0.018 0.323  -0.43
C: -1.757 -1.506 -0.317  -0.43
C: -1.357 -1.495 -1.820  -0.07
C: -0.082 1.337 1.741  -0.22
C: 1.091 1.602 1.278  -0.22
H: 1.635 1.113 -1.529  0.20
H: 2.877 2.038 -0.568  0.23
H: 3.069 0.347 -1.112  0.22
H: 2.689 0.172 1.179  0.19
H: -1.162 -0.364 2.560  0.21
H: -1.403 0.727 -0.453  0.21
H: -2.544 0.468 0.793  0.22
H: -1.216 -2.267 0.142  0.23
H: -2.821 -1.846 -0.222  0.21
H: -1.698 -2.410 -2.249  0.18
H: -1.931 -0.811 -2.438  0.16
H: 0.355 -0.504 -1.808  0.46
H: -0.517 2.193 2.158  0.22
H: 1.438 2.631 1.345  0.22
O: 0.956 -0.670 0.263  -0.28
O: 0.431 -0.950 1.517  -0.26
O: 0.050 -1.368 -2.176  -0.71

Calculated values
Highest occupied orbital energy: -9.664 eV
ΔE to the lowest compared entry with this formula, charge and spin: 5.301 eV
F_max: 0.073 hartree/bohr
Gap between HOMO and LUMO: 10.553 eV
SMILES: C[C@H]1C=C[C@@H](CCCO)OO1